Version a
ORCA calculation (ωB97M-V/def2-TZVPD) on one molecule with the formula C4H6O3S.

The geometry in XYZ format:
```
14
C4H6O3S (ωB97M-V/def2-TZVPD)
C -0.29884 -1.26343 0.96044
C 0.09147 0.09678 0.21362
C 1.68805 1.47364 0.43226
C -1.41008 -0.21408 -1.71706
H -0.20756 -1.07861 1.98669
H 0.60211 -1.94022 0.73342
H -1.21686 -1.91771 0.42060
H -0.56199 0.96418 0.67189
H 0.57749 2.10010 0.70850
H -1.19918 0.05419 -2.88440
O 1.52243 0.19203 0.40314
O -0.17654 0.09123 -1.23274
O -2.40016 -1.03381 -1.11249
S 2.98966 2.47571 0.41612
```

Summary:
SMILES string = C[C@H](OC=O)OC=S
frontier orbital gap = 0.319 Ha
highest occupied orbital energy = -9.0 eV


Version b
ORCA calculation (ωB97M-V/def2-TZVPD) on C4H6O3S as an isolated structure.

The geometry in XYZ format:
```
14
C4H6O3S (ωB97M-V/def2-TZVPD)
C -0.02109 -0.71238 -0.88240
C 1.00967 -0.48900 0.18980
C -0.11649 0.53941 -0.02468
C 0.01591 1.91708 -0.48208
H -1.78801 -1.26625 -0.24965
H 0.44145 -0.64492 -1.89599
H 1.85984 -0.11940 -0.01364
H 0.44130 -2.63727 1.25496
H -1.05301 1.23906 1.76521
H 0.73190 1.87358 -1.25665
O -0.88084 -1.61598 -0.63652
O -1.29787 0.58363 0.68509
O -0.60778 2.95145 -0.13891
S 1.26503 -1.61900 1.68547
```

Summary:
frontier orbital gap = 0.341 Ha
highest occupied orbital energy = -9.2 eV


Stability verdict: version b, ahead by 0.0070 hartree


Version a
ORCA calculation (ωB97M-V/def2-TZVPD) on a 2-piece molecular cluster, C3H5NOS2 overall.

The geometry in XYZ format:
```
12
C3H5NOS2 (ωB97M-V/def2-TZVPD)
C 1.02467 -0.24057 0.10442
C -0.32356 0.02117 0.36312
C -1.05692 -0.98589 1.30300
H 0.44227 -0.64752 -2.09075
H 1.58709 -0.87418 0.91959
H 1.23527 0.93177 0.18300
H -2.03924 -0.68902 1.49219
H -0.78505 3.08847 -1.43185
N -0.94432 1.13568 -0.06433
O 1.46532 -1.06122 -1.07779
S -0.65922 -2.51423 1.65090
S 0.05369 1.83554 -1.35150
```

Summary:
frontier orbital gap = 0.285 Ha
highest occupied orbital energy = -9.2 eV


Version b
ORCA calculation (ωB97M-V/def2-TZVPD) on one molecule with the formula C3H5NOS2.

The geometry in XYZ format:
```
12
C3H5NOS2 (ωB97M-V/def2-TZVPD)
C -1.72616 0.13220 -0.83092
C 0.38381 -1.02861 0.63340
C 1.76409 -0.80448 -0.01830
H -1.16230 2.52234 1.06060
H -1.92145 -0.21539 -1.83209
H 0.61083 -1.95675 1.19201
H 0.10070 -0.25237 1.43181
H 2.35941 -1.66094 -0.49314
N -1.75945 1.33948 -0.48346
O -1.34723 1.47365 0.87402
S -1.11451 -1.33086 -0.00736
S 2.40054 0.74354 -0.22215
```

Summary:
SMILES string = O/N=C\SCC=S
frontier orbital gap = 0.298 Ha
highest occupied orbital energy = -8.8 eV


Stability verdict: version b, ahead by 0.0830 hartree


Version a
ORCA calculation (ωB97M-V/def2-TZVPD) on one molecule with the formula C3H5NOS2.

The geometry in XYZ format:
```
12
C3H5NOS2 (ωB97M-V/def2-TZVPD)
C 1.84161 1.02917 0.67403
C 0.17240 -0.62798 -0.22405
C -1.16863 -1.20179 -0.55847
H 2.26801 0.25234 1.29393
H 2.51973 0.88473 -0.20881
H 2.01239 2.05779 1.13067
H -1.10350 -2.33637 -0.60895
H -3.31367 0.82336 -0.21626
N -2.39356 -0.74702 -0.56817
O -2.29194 0.65311 -0.45664
S 0.16838 1.03099 0.14831
S 1.28881 -1.81832 -0.40558
```

Summary:
SMILES string = CSC(=S)/C=N\O
frontier orbital gap = 0.296 Ha
highest occupied orbital energy = -8.9 eV


Version b
ORCA calculation (ωB97M-V/def2-TZVPD) on one molecule with the formula C3H5NOS2.

The geometry in XYZ format:
```
12
C3H5NOS2 (ωB97M-V/def2-TZVPD)
C 0.83487 -0.26269 0.08938
C -0.46182 0.31388 -0.48252
C -0.92032 -0.15912 -1.78197
H -0.67536 -0.01113 2.77500
H 1.97300 -0.28998 1.71303
H -0.60082 1.34119 -0.08386
H -1.49374 0.59729 -2.37407
H -0.33596 -0.83701 -2.33186
N 1.13514 0.12946 1.35157
O -1.55180 -0.57813 -0.55997
S 0.21859 0.95845 2.48415
S 1.87822 -1.20221 -0.79889
```

Summary:
SMILES string = S=C(NS)[C@H]1CO1
frontier orbital gap = 0.326 Ha
highest occupied orbital energy = -8.8 eV


Stability verdict: version b, ahead by 0.0432 hartree


Version a
ORCA calculation (ωB97M-V/def2-TZVPD) on a 2-piece molecular cluster, C4H8BrNO3 overall.

The geometry in XYZ format:
```
17
C4H8BrNO3 (ωB97M-V/def2-TZVPD)
C -0.93660 -0.19040 -1.10504
C 1.07849 -0.73356 1.54947
C -1.00975 -1.08705 0.10355
C -0.15277 -0.39539 1.19524
N 1.82207 1.45748 -1.62294
O 2.39094 0.79608 -0.82341
O 1.65965 2.74277 -1.11907
O -2.33053 -1.37980 0.38221
Br -1.15280 0.57377 2.44786
H -1.44955 0.78433 -1.04130
H 0.02857 0.09789 -1.22241
H -1.44863 -0.70991 -1.90070
H 1.61995 -1.47795 1.00053
H 1.17864 3.45475 -1.60564
H 1.57524 -0.45249 2.50986
H -0.39028 -2.08539 -0.10580
H -2.48262 -1.39513 1.35760
```

Summary:
SMILES string = C=C(Br)[C@H](C)O.O=NO
frontier orbital gap = 0.345 Ha
highest occupied orbital energy = -9.3 eV


Version b
ORCA calculation (ωB97M-V/def2-TZVPD) on C4H8BrNO3 as an isolated structure.

The geometry in XYZ format:
```
17
C4H8BrNO3 (ωB97M-V/def2-TZVPD)
C -0.97782 0.33486 1.19475
C -0.55889 -1.14463 -2.88827
C -0.83967 -1.12083 0.66358
C -0.14242 -1.10832 -1.53260
N 2.19593 -1.30001 0.48506
O 3.11432 -0.85870 -0.01528
O 0.97222 -0.95266 -1.16958
O -1.11128 -1.16435 -0.70145
Br 3.78004 1.12844 1.08728
H -0.89434 0.95664 0.31435
H -2.02508 0.52851 1.54698
H -0.18239 0.65502 1.90032
H 0.33422 -0.94744 -3.51035
H -1.10122 -2.06812 -3.11437
H -1.23460 -0.38332 -3.20358
H -1.70200 -1.62425 1.03255
H 0.09507 -1.62487 0.94715
```

Summary:
frontier orbital gap (spin up / spin down) = 0.347 / 0.260 Ha
highest occupied orbital energy (spin up / spin down) = -9.6 / -8.8 eV


Stability verdict: version b, ahead by 0.0193 hartree


Version a
ORCA calculation (ωB97M-V/def2-TZVPD) on one molecule with the formula ClH6NSi2.

The geometry in XYZ format:
```
10
ClH6NSi2 (ωB97M-V/def2-TZVPD)
N 0.42587 0.60255 0.13415
Si 1.39043 -0.86401 0.33004
Si -1.33440 0.67334 -0.29637
Cl -2.02132 -1.17646 -0.63584
H 0.94368 1.41825 -0.18154
H 1.54281 -0.82198 1.80750
H 2.62786 -0.73039 -0.35166
H 0.58742 -1.84583 -0.11835
H -2.25854 1.21425 0.67470
H -1.90382 1.53028 -1.36264
```

Summary:
SMILES string = [SiH3]N[SiH2]Cl
frontier orbital gap = 0.389 Ha
highest occupied orbital energy = -9.8 eV


Version b
ORCA calculation (ωB97M-V/def2-TZVPD) on a 2-piece molecular cluster, ClH6NSi2 overall.

The geometry in XYZ format:
```
10
ClH6NSi2 (ωB97M-V/def2-TZVPD)
N 3.28015 -1.20483 -0.17036
Si -2.32601 1.05077 1.08240
Si 2.21491 -0.57052 -1.25305
Cl -2.09189 -0.28030 -0.38218
H 3.59882 -2.15015 -0.41780
H -3.90495 1.07170 0.79095
H -2.18616 0.71612 2.60651
H -1.51736 2.19321 0.79328
H 1.43558 -1.49999 -2.10726
H 1.49691 0.67398 -0.94251
```

Summary:
SMILES string = N=[SiH2].[SiH3]Cl
frontier orbital gap = 0.344 Ha
highest occupied orbital energy = -9.8 eV


Stability verdict: version a, ahead by 0.1066 hartree


Version a
ORCA calculation (ωB97M-V/def2-TZVPD) on C23H19N3O5 as an isolated structure.

The geometry in XYZ format:
```
50
C23H19N3O5 (ωB97M-V/def2-TZVPD)
C -7.63292 -2.07308 0.22203
H -7.60879 -1.43286 -0.74050
H -7.62657 -1.36990 1.00875
H -8.39827 -2.87396 0.08443
O -6.42253 -2.93831 -0.01330
C -5.40039 -2.07481 0.22261
N -5.56952 -0.80026 0.36273
C -4.41813 0.10795 0.10478
C -3.16131 -0.41077 0.13967
C -2.93359 -1.87564 0.19953
C -4.15484 -2.42176 0.19544
H -4.14717 -3.60070 0.05513
H -1.96321 -2.45353 0.10454
N -1.92935 0.42702 0.30448
C -1.84741 1.68496 0.20165
O -2.83820 2.44135 0.47989
C -0.36093 1.94799 0.43218
C 0.42666 1.40750 1.32987
C 1.92310 1.86241 1.21372
C 2.27161 2.80210 0.56439
C 1.40312 3.44463 -0.48473
C -0.02398 3.22423 -0.29957
O -0.79827 3.81253 -1.24215
C -0.43606 4.80959 -1.94688
H -1.26425 5.24439 -2.90628
H 0.47695 4.46068 -2.84430
H 0.01668 5.41527 -1.53321
H 1.89317 4.39060 -1.05027
H 3.27504 2.95925 0.56466
C 2.78123 0.86198 2.16719
N 3.29184 -0.05455 1.21022
C 2.47891 -1.15385 0.50447
O 1.34237 -1.20180 0.74032
C 3.44417 -2.08186 -0.16915
C 3.22597 -3.12698 -0.93950
C 4.41235 -3.43194 -1.51615
C 5.66784 -3.10542 -1.53915
C 5.84791 -1.97477 -0.29712
C 4.72923 -1.38342 0.05699
C 4.51567 -0.12689 1.03465
O 5.56355 0.41772 1.50128
H 6.69598 -1.51016 -0.17435
H 6.38581 -3.62212 -1.82387
H 4.19162 -4.64325 -2.15603
H 2.16323 -3.40231 -1.15615
H 3.76625 1.40137 2.44461
H 2.29835 0.34389 2.98293
H 0.20660 0.55899 1.95324
H -1.06012 -0.09973 0.14941
H -4.69937 1.21822 0.29685
```

Summary:
frontier orbital gap = 0.287 Ha
highest occupied orbital energy = -8.8 eV


Version b
ORCA calculation (ωB97M-V/def2-TZVPD) on one molecule with the formula C23H19N3O5.

The geometry in XYZ format:
```
50
C23H19N3O5 (ωB97M-V/def2-TZVPD)
O -2.44554 2.26492 4.52269
N -3.14556 -1.16639 -0.38791
N -1.97502 1.30753 -2.85660
O -0.59104 1.36517 3.57367
O 0.02086 1.83536 -3.79972
O -2.14428 -3.21696 2.35606
O 3.96463 3.36270 -1.63337
C -1.82645 1.33148 4.08244
C -2.26804 -1.95890 0.22779
C -2.83897 0.68711 -2.01934
C -0.69060 0.98869 -2.95208
C -3.73438 -1.74060 5.42006
C 2.21296 0.75715 -4.25992
C -3.32587 -2.67198 4.40311
C 2.04846 2.55322 -2.76622
C -3.26478 -0.47340 5.21508
C -2.19295 -1.00805 3.18376
C -0.05835 0.07639 -2.11474
C 3.60208 0.75470 -4.17291
C -2.34933 -0.36037 -1.28086
C 1.41055 1.71427 -3.62007
C -2.58294 -2.29308 3.29913
C 3.35616 2.53175 -2.48747
C -2.45014 -0.06643 4.19395
C -1.00284 -0.58002 -1.23292
C 4.15883 1.64879 -3.17272
N -0.95787 -1.61611 -0.26525
C -2.71302 -3.20171 1.03511
C 0.25848 -2.31764 0.17166
C 5.35727 2.88766 -1.52868
C 5.62457 1.81640 -2.61959
H -0.33729 2.30193 3.60289
H -3.86562 1.00365 -1.80135
H -4.28724 -2.22459 6.24381
H 1.78523 0.10245 -5.08221
H -3.49322 -3.64155 4.70628
H 1.54146 3.19298 -2.10623
H -3.48286 0.28752 5.99104
H -1.67021 -0.62645 2.31470
H 1.01105 -0.11762 -2.15705
H 4.31037 0.09986 -4.72948
H -2.54838 -4.09695 0.45876
H -3.83531 -3.14727 1.06965
H 0.73695 -2.78978 -0.77816
H 0.01529 -3.13335 0.84082
H 0.89642 -1.52022 0.66854
H 6.12693 3.66350 -1.60533
H 5.45390 2.40159 -0.54831
H 6.25063 2.09930 -3.40442
H 5.93501 0.93331 -2.19809
```

Summary:
SMILES string = Cn1c(COc2cccc(C(=O)O)c2)nc2cnc(Oc3ccc4c(c3)OCC4)cc21
frontier orbital gap = 0.327 Ha
highest occupied orbital energy = -8.5 eV


Stability verdict: version b, ahead by 0.4756 hartree


Version a
ORCA calculation (ωB97M-V/def2-TZVPD) on an isolated ion of composition C5H14N3 and charge +1.

The geometry in XYZ format:
```
22
C5H14N3 (ωB97M-V/def2-TZVPD)
C -0.15903 -2.58375 -1.58818
C 0.58456 -1.17344 -1.35205
C -0.41623 -0.35052 -0.52400
C 0.34086 0.12014 0.83609
N -0.11409 2.69552 2.11304
C -0.93604 1.58539 2.33792
N -0.67446 0.37529 1.93399
N 0.98896 -0.47859 -2.71771
H -1.17003 -2.54334 -1.98763
H -0.24539 -3.02427 -0.62453
H 0.57651 -3.24193 -2.17548
H 1.58458 -1.56046 -0.77922
H -0.91442 0.46586 -0.99493
H -1.21942 -1.09522 -0.38623
H 0.88068 0.99893 0.62149
H 1.00224 -0.65843 1.22944
H 0.70125 2.68459 1.54930
H -0.58777 3.56353 2.11662
H -1.84041 1.75827 2.92570
H 0.76451 -1.11544 -3.46769
H 0.55429 0.43046 -2.89698
H 2.02588 -0.39499 -2.69377
```

Summary:
SMILES string = C[C@@H]([NH3+])CC/N=C\N
frontier orbital gap = 0.306 Ha
highest occupied orbital energy = -12.0 eV
charge = +1


Version b
ORCA calculation (ωB97M-V/def2-TZVPD) on a 2-piece molecular cluster, C5H14N3 overall.

The geometry in XYZ format:
```
22
C5H14N3 (ωB97M-V/def2-TZVPD)
C 0.12872 -2.24480 1.21904
C -0.36262 -2.93879 0.17420
C 0.50820 -0.20393 2.31117
N -0.08614 -0.84910 1.37478
H 0.75217 -2.72225 2.00298
H -0.93350 -2.49226 -0.60087
H -0.18281 -4.00235 0.12501
H 0.32517 0.84614 2.42517
H 1.14784 -0.71878 2.99903
H -0.78832 -0.29006 0.54855
C -0.41015 0.82727 -1.45750
C 0.30597 2.03791 -0.88096
N 1.52333 2.29603 -1.68240
N -1.45900 0.30433 -0.52309
H -0.83928 1.10129 -2.41458
H 0.32497 0.02383 -1.60531
H -0.37983 2.89321 -0.84905
H 0.57408 1.83086 0.17438
H 2.00367 3.10348 -1.28850
H 1.23378 2.61903 -2.60554
H -2.05455 1.05644 -0.26575
H -2.05149 -0.37334 -1.02628
```

Summary:
frontier orbital gap = 0.323 Ha
highest occupied orbital energy = -13.1 eV
charge = +1


Stability verdict: version b, ahead by 0.0195 hartree


Version a
ORCA calculation (ωB97M-V/def2-TZVPD) on C7H16O as an isolated structure.

The geometry in XYZ format:
```
24
C7H16O (ωB97M-V/def2-TZVPD)
C 2.00062 0.51056 -1.67663
C 1.70268 -0.96881 -1.15488
C 0.25642 -1.14086 -0.72730
C -0.26952 -0.13508 0.31604
C -2.22756 -1.60337 0.35033
C -1.69132 -0.24266 0.42474
C -2.36805 1.02811 0.69084
H 1.69010 1.20616 -0.92004
H 2.99885 0.78834 -1.92292
H 1.38571 0.69553 -2.52862
H 1.91704 -1.75851 -2.04103
H 2.46253 -1.24012 -0.39147
H -0.52738 -1.10014 -1.60238
H 0.06861 -2.08997 -0.31807
H 0.02864 0.90715 -0.01422
H 0.12871 -0.30550 1.27195
H -3.12313 -1.80094 -0.23358
H -2.14850 -0.95490 1.57187
H -2.39834 1.45894 -0.41083
H -1.90635 1.59810 1.41561
H -3.38508 0.69750 0.98354
H 2.13888 0.83451 2.05276
H 1.19124 1.95168 2.35593
O 2.07520 1.66428 2.50838
```

Summary:
frontier orbital gap = 0.287 Ha
highest occupied orbital energy = -7.4 eV


Version b
ORCA calculation (ωB97M-V/def2-TZVPD) on a 2-piece molecular cluster, C7H16O overall.

The geometry in XYZ format:
```
24
C7H16O (ωB97M-V/def2-TZVPD)
C 3.19724 0.31499 -0.15948
C 1.83982 -0.04960 0.43117
C 1.52204 -1.51878 0.15939
C 1.80623 0.25338 1.92295
H 3.48911 1.32674 0.11508
H 3.95408 -0.38641 0.19332
H 3.18382 0.23495 -1.24818
H 1.08379 0.54821 -0.07183
H 0.48788 -1.74337 0.42792
H 2.17628 -2.16956 0.73555
H 1.59969 -1.73261 -0.90514
H 2.08434 1.29196 2.11991
H 0.80539 0.10241 2.33133
H 2.50955 -0.37362 2.46753
C -3.87626 0.25739 -2.03348
C -2.68267 0.03610 -1.14404
C -2.54360 0.59623 0.04362
O -1.44711 0.36170 0.83782
H -4.42555 -0.66783 -2.19271
H -4.58690 0.91780 -1.53963
H -3.56590 0.70661 -2.97146
H -1.87241 -0.57550 -1.52428
H -3.29679 1.25804 0.45891
H -1.44207 1.01076 1.54577
```

Summary:
SMILES string = C/C=C/O.CC(C)C
frontier orbital gap = 0.352 Ha
highest occupied orbital energy = -8.8 eV


Stability verdict: version b, ahead by 0.2016 hartree